Record 1
This record from the OMol25 dataset describes a cluster of 2 separate species, C5H8O3 in total at a distorted geometry. The level of theory is ωB97M-V/def2-TZVPD.

Values from the calculation:
charge = -1
multiplicity = 2
HOMO-LUMO gap (alpha / beta) = 5.34 / 8.19 eV
HOMO energy (alpha / beta) = -1.35 / -4.22 eV
expectation value of S² = 0.78

Each line ends with the Löwdin charge.
Cartesian coordinates (Å):
C1 -1.3368 0.8764 -0.8108  -0.182
C2 -1.0763 1.5039 -2.0204  -0.140
H1 -1.5301 -0.2025 -0.8475  0.043
H2 -2.0346 1.3808 -0.1291  0.057
H3 -0.5209 0.9949 -2.8123  0.011
H4 -1.1477 2.5904 -2.1139  0.013
O1 1.5385 0.0679 0.1116  -0.067
C3 0.4286 0.8126 0.6594  -0.567
C4 1.2421 -1.2971 0.2391  -0.216
O2 0.7277 1.9928 1.0259  -0.081
O3 -0.0248 -0.0487 1.7454  -0.081
C5 0.3872 -1.3750 1.5149  -0.212
H5 2.1757 -1.8702 0.3103  0.108
H6 0.6773 -1.6560 -0.6399  0.106
H7 0.9743 -1.7279 2.3774  0.105
H8 -0.4803 -2.0422 1.3899  0.104



Record 2
This record from the OMol25 dataset describes a cluster of 2 separate species, C2H3F3NO2 in total at a distorted geometry. The level of theory is ωB97M-V/def2-TZVPD.

Values from the calculation:
charge = -1
HOMO-LUMO gap (alpha / beta) = 6.44 / 6.45 eV
HOMO energy (alpha / beta) = -2.55 / -2.55 eV

Each line ends with the Löwdin charge.
Cartesian coordinates (Å):
C1 0.5149 -1.0957 0.8228  -0.117
C2 3.4924 0.2090 -0.6826  -0.515
N1 0.7308 -0.9817 -1.4944  -0.072
O1 1.0297 -2.1334 -1.4756  -0.032
O2 0.1527 -0.4365 -0.3710  -0.175
F1 4.1212 1.2804 -1.2548  -0.078
F2 4.4411 -0.5362 -0.0130  -0.094
F3 2.8851 0.8248 0.4608  -0.149
H1 -0.4366 -1.6091 1.3050  0.114
H2 0.9468 -0.2156 1.3078  0.078
H3 1.1777 -1.8677 0.5595  0.040



Record 3
This record from the OMol25 dataset describes a cluster of 2 separate species, C4H13N3O in total at a distorted geometry. The level of theory is ωB97M-V/def2-TZVPD.

Values from the calculation:
HOMO-LUMO gap = 7.90 eV
HOMO energy = -7.21 eV

Each line ends with the Löwdin charge.
Cartesian coordinates (Å):
N1 0.7140 1.0109 2.2785  0.015
C1 0.7605 0.4485 0.9814  -0.172
C2 -0.3566 -0.0786 0.2960  -0.385
N2 -1.5459 -0.3053 1.0199  0.059
C3 -0.3587 -0.2805 -1.2128  -0.189
C4 0.6933 -1.3260 -1.6477  -0.307
N3 0.6256 -2.5416 -0.8653  -0.027
H1 -0.1151 1.1220 2.9118  0.095
H2 1.5086 0.7668 2.8331  0.057
H3 1.6874 0.7499 0.5400  0.106
H4 -2.3084 -0.6806 0.4232  0.094
H5 -1.9428 0.4996 1.4674  0.060
H6 0.1756 0.7055 -1.5963  0.126
H7 -1.2574 -0.2747 -1.8494  0.108
H8 1.7420 -0.9822 -1.9967  0.133
H9 0.0947 -1.7565 -2.6399  0.131
H10 -0.2021 -2.5438 -0.3228  0.044
H11 1.4107 -2.5298 -0.2324  0.059
O1 -0.2044 2.6899 -0.4454  -0.034
H12 -0.1912 3.0971 0.4892  0.102
H13 -0.9298 2.2094 -0.4316  -0.075



Record 4
This record from the OMol25 dataset describes an isolated molecule of C2H2OS2 at a distorted geometry. The level of theory is ωB97M-V/def2-TZVPD.

Values from the calculation:
HOMO-LUMO gap = 7.29 eV
HOMO energy = -9.44 eV

Each line ends with the Löwdin charge.
Cartesian coordinates (Å):
O1 -0.7576 0.2090 -1.2282  0.022
C1 0.1032 -0.3793 -0.4480  -1.041
S1 1.2176 -1.3635 -0.9798  0.846
C2 0.1426 0.1873 0.8531  -0.623
S2 -0.9162 1.2966 1.3961  0.823
H1 -1.2025 0.7260 -0.6520  -0.058
H2 0.9660 -0.1750 1.3853  0.031



Record 5
This record from the OMol25 dataset describes a structure of composition C25H23Cl2FeNO7S2. The level of theory is ωB97M-V/def2-TZVPD.

Values from the calculation:
charge = -2
multiplicity = 5
HOMO-LUMO gap (alpha / beta) = 5.33 / 5.42 eV
HOMO energy (alpha / beta) = -1.04 / -1.13 eV
expectation value of S² = 6.01

Each line ends with the Löwdin charge.
Cartesian coordinates (Å):
Fe1 -0.5354 -0.3840 -0.0185  0.905
C1 2.3332 -0.1144 -1.0225  -0.264
C2 2.1472 -1.0414 0.0176  -0.270
C3 1.2266 -2.0352 -0.4273  -0.299
C4 0.8862 -1.7223 -1.7846  -0.266
C5 1.5409 -0.5151 -2.1171  -0.261
C6 1.4720 0.2051 -3.4371  -0.055
C7 0.1641 -2.6300 -2.7493  -0.044
C8 0.9082 -3.3274 0.2972  -0.059
C9 2.9048 -1.0966 1.3184  -0.069
C10 3.1598 1.1415 -0.9856  -0.053
H1 2.2849 -0.0922 -4.1154  0.063
H2 1.5465 1.2895 -3.2934  0.062
H3 0.5255 0.0082 -3.9496  0.066
H4 0.2318 -2.2405 -3.7688  0.065
H5 -0.8842 -2.7689 -2.5185  0.030
H6 0.6198 -3.6308 -2.7485  0.069
H7 1.2722 -4.1995 -0.2683  0.064
H8 -0.1649 -3.4687 0.4457  0.052
H9 1.3927 -3.3469 1.2807  0.060
H10 2.2488 -1.2185 2.1812  0.041
H11 3.4816 -0.1807 1.4778  0.059
H12 3.6143 -1.9365 1.3341  0.067
H13 4.0188 1.0932 -1.6670  0.066
H14 3.5469 1.3392 0.0182  0.060
H15 2.5583 2.0110 -1.2748  0.045
O1 -2.3263 1.0600 0.8293  -0.323
S1 -2.8432 0.0471 1.7441  0.461
O2 -3.3296 0.5682 3.0051  -0.339
O3 -1.8962 -1.0657 1.8812  -0.351
C11 -4.3026 -0.6776 0.9701  -0.201
C12 -5.4682 -0.6545 1.7335  -0.070
C13 -6.6260 -1.2682 1.2843  -0.101
C14 -6.6326 -1.9169 0.0600  -0.100
C15 -5.4845 -1.9370 -0.7166  -0.070
C16 -4.3147 -1.3183 -0.2808  -0.198
S2 -2.8654 -1.5608 -1.3300  0.465
O4 -2.2515 -0.2580 -1.6015  -0.321
O5 -3.3815 -2.2369 -2.5011  -0.334
O6 -1.9713 -2.3676 -0.5037  -0.348
H16 -5.4249 -0.1490 2.6893  0.098
H17 -7.5203 -1.2477 1.8977  0.091
H18 -7.5289 -2.4143 -0.2916  0.090
H19 -5.4556 -2.4320 -1.6769  0.098
Cl1 0.6593 4.3441 -1.5127  0.634
C17 0.7613 3.7791 0.1405  -0.581
C18 1.1122 4.6902 1.1403  -0.157
C19 1.2215 4.2938 2.4459  -0.623
Cl2 1.6824 5.4775 3.6682  0.587
C20 0.9643 2.9512 2.8126  -0.179
C21 1.0228 2.4447 4.1285  -0.042
C22 0.7588 1.1240 4.3568  -0.054
C23 0.4418 0.2888 3.2744  -0.140
N1 0.3765 0.7278 2.0403  0.112
C24 0.6203 2.0344 1.7914  -0.116
C25 0.4990 2.4190 0.3930  -0.412
O7 0.2499 1.5628 -0.4946  -0.088
H20 1.3076 5.7202 0.8703  0.092
H21 1.2713 3.1148 4.9408  0.078
H22 0.7670 0.7228 5.3622  0.095
H23 0.2099 -0.7584 3.4266  0.111



Record 6
This record from the OMol25 dataset describes a structure of composition C26H21IMnN6S5. The level of theory is ωB97M-V/def2-TZVPD.

Values from the calculation:
charge = -2
multiplicity = 6
HOMO-LUMO gap (alpha / beta) = 4.39 / 5.47 eV
HOMO energy (alpha / beta) = -0.61 / -1.87 eV
expectation value of S² = 8.82

Each line ends with the Löwdin charge.
Cartesian coordinates (Å):
Mn1 0.4749 -0.2791 0.8081  0.487
C1 -1.2658 2.6076 4.9060  -0.068
N1 -1.9304 1.4574 4.3405  -0.158
C2 -2.6985 0.5484 5.0421  -0.084
C3 -2.9611 -0.4747 4.2166  -0.078
N2 -2.3436 -0.1922 3.0033  0.002
C4 -1.6711 0.9978 3.0893  -0.771
S1 -0.7636 1.8184 1.9445  0.696
C5 -2.4310 -1.1085 1.9183  -0.274
C6 -3.6403 -1.7590 1.7336  -0.035
C7 -3.7140 -2.7816 0.8084  -0.103
C8 -2.5773 -3.0949 0.0847  -0.076
C9 -1.4438 -2.3341 0.2768  -0.127
N3 -1.3564 -1.3483 1.1805  0.062
H1 -1.7515 2.8564 5.8479  0.084
H2 -1.3324 3.4456 4.2157  0.066
H3 -0.2129 2.3731 5.0747  0.072
H4 -2.9552 0.6954 6.0752  0.116
H5 -3.4636 -1.4100 4.3851  0.113
H6 -4.4972 -1.4935 2.3348  0.113
H7 -4.6169 -3.3642 0.6921  0.067
H8 -2.5655 -3.9259 -0.6065  0.111
H9 -0.5518 -2.5130 -0.3111  0.121
S2 -2.2436 -4.4124 3.7052  -0.190
S3 -4.3053 -4.8414 3.5428  -0.243
S4 -4.6342 -5.9544 1.9271  -0.206
S5 -1.2402 -5.3574 2.3377  -0.068
N4 4.2992 4.0032 -7.8129  0.098
C10 3.8540 3.4750 -6.8877  -0.231
C11 3.3045 2.8224 -5.7446  -0.271
C12 2.0936 2.1211 -5.8322  -0.051
C13 1.5594 1.5025 -4.7261  -0.041
C14 2.2030 1.5318 -3.4653  -0.168
C15 3.4348 2.2293 -3.4095  -0.041
C16 3.9654 2.8634 -4.5067  -0.051
C17 1.6517 0.8873 -2.2929  -0.066
C18 2.5563 0.1577 -1.4466  -0.272
C19 3.8409 -0.2824 -1.8098  -0.086
C20 4.3388 -1.0280 -0.7363  -0.125
C21 3.3443 -1.0136 0.2287  -0.205
N5 2.2580 -0.3086 -0.1811  -0.037
C22 0.2429 0.9618 -2.0457  -0.262
C23 -0.7159 1.6977 -2.7703  -0.080
C24 -1.9540 1.4663 -2.1619  -0.121
C25 -1.6973 0.6277 -1.0885  -0.232
N6 -0.3814 0.3193 -0.9923  -0.047
H10 1.5867 2.0556 -6.7874  0.107
H11 0.6407 0.9421 -4.8233  0.107
H12 3.9502 2.2811 -2.4605  0.113
H13 4.8952 3.4123 -4.4195  0.106
H14 4.3246 -0.1089 -2.7579  0.089
H15 5.2925 -1.5295 -0.6666  0.070
H16 3.3655 -1.4930 1.1926  0.066
H17 -0.5277 2.3438 -3.6115  0.082
H18 -2.9145 1.8669 -2.4495  0.072
H19 -2.4099 0.2688 -0.3631  0.077
I1 0.6811 -0.9119 4.5890  0.611
C26 1.4754 -0.9261 2.5133  -0.707
H20 1.7226 -1.9908 2.4508  -0.062
H21 2.4115 -0.3996 2.7022  -0.072



Record 7
This record from the OMol25 dataset describes a structure of composition C21H33N2P2ReSe. The level of theory is ωB97M-V/def2-TZVPD.

Values from the calculation:
charge = +3
multiplicity = 2
HOMO-LUMO gap (alpha / beta) = 6.04 / 6.54 eV
HOMO energy (alpha / beta) = -17.64 / -17.80 eV
expectation value of S² = 0.78

Each line ends with the Löwdin charge.
Cartesian coordinates (Å):
Re1 0.3572 -0.1193 -0.3885  0.705
C1 -2.8558 1.2083 -1.1512  -0.202
P1 -2.0379 -0.2190 -0.4190  0.775
C2 -2.6062 -1.6752 -1.3252  -0.200
C3 -2.5668 -0.3863 1.2953  -0.371
C4 -3.9250 -0.3389 1.6061  -0.051
C5 -4.3425 -0.5217 2.9167  -0.008
C6 -3.4123 -0.7529 3.9232  -0.008
C7 -2.0587 -0.7979 3.6241  -0.050
C8 -1.6291 -0.6158 2.3107  -0.373
P2 0.1275 -0.6416 1.9337  0.779
C9 0.7752 -2.2682 2.3726  -0.206
C10 0.9632 0.5477 3.0060  -0.201
H1 -3.9240 1.0096 -1.2532  0.073
H2 -2.4360 1.3997 -2.1387  0.067
H3 -2.7081 2.0818 -0.5181  0.058
H4 -3.6617 -1.8300 -1.0913  0.075
H5 -2.0594 -2.5701 -1.0266  0.057
H6 -2.4984 -1.5125 -2.3974  0.062
H7 -4.6674 -0.1602 0.8366  0.121
H8 -5.3976 -0.4875 3.1542  0.134
H9 -3.7424 -0.8943 4.9439  0.134
H10 -1.3470 -0.9730 4.4229  0.121
H11 0.5288 -2.4709 3.4170  0.073
H12 1.8604 -2.2677 2.2675  0.054
H13 0.3292 -3.0521 1.7601  0.062
H14 0.9790 0.1631 4.0273  0.073
H15 0.4277 1.4956 2.9862  0.058
H16 1.9887 0.7027 2.6707  0.066
C11 1.0956 -2.2389 -4.6497  0.020
N1 1.7670 -3.0478 -3.6124  -0.103
C12 2.1163 -4.3671 -3.7652  0.026
C13 2.7822 -4.7367 -2.6430  0.026
N2 2.8343 -3.6363 -1.8225  -0.099
C14 3.5613 -3.5860 -0.5439  0.028
C15 2.2072 -2.6173 -2.4232  -0.602
Se1 2.1571 -0.7945 -1.8676  0.799
H17 0.7163 -2.9215 -5.4033  0.111
H18 1.8105 -1.5545 -5.0994  0.112
H19 0.2710 -1.6906 -4.2051  0.081
H20 1.8658 -4.9275 -4.6501  0.154
H21 3.2277 -5.6782 -2.3694  0.153
H22 3.9032 -4.5896 -0.3119  0.113
H23 2.8956 -3.2425 0.2421  0.071
H24 4.4173 -2.9223 -0.6372  0.112
C16 1.9731 4.7613 -0.7572  0.004
C17 0.7603 4.3705 0.1318  -0.592
C18 1.0378 4.7421 1.6060  -0.011
C19 -0.5321 5.0496 -0.3755  -0.008
C20 0.6103 2.9458 0.0110  0.047
C21 0.4740 1.7115 -0.1328  -0.230
H25 2.1246 5.8324 -0.6204  0.113
H26 1.7742 4.5673 -1.8101  0.100
H27 2.8830 4.2442 -0.4555  0.100
H28 1.1848 5.8209 1.6536  0.108
H29 1.9408 4.2574 1.9772  0.097
H30 0.1942 4.4869 2.2478  0.095
H31 -0.4112 6.1250 -0.2441  0.110
H32 -1.4048 4.7362 0.1975  0.092
H33 -0.6980 4.8468 -1.4331  0.098



Relative energy (zero: lowest compared OMol25 entry of this formula, charge and spin), respectively: 189.8, 47.1, 381.9, 96.4, 118.9, 0.0, 0.0 kJ/mol.
Total energy, respectively: -11454.7157, -15856.6293, -10873.7190, -25822.7429, -123227.4341, -129842.6818, -111319.5198 eV.